[1]
The following is a quantum chemistry calculation of a structure of composition C2H20BeO8, from the OMol25 dataset.

Element x y z (Å)
Be  -24.9424  7.3895  2.3139
O  -22.8173  7.1336  3.5581
H  -22.0732  7.6401  3.9092
H  -22.5707  6.2070  3.6807
O  -24.4512  7.6217  -0.3522
H  -24.3210  6.9786  -1.0600
H  -24.4253  8.4821  -0.7882
O  -26.5368  9.2103  1.9679
H  -26.2835  10.0946  1.6723
H  -27.4349  9.3069  2.3097
O  -24.4700  5.0526  1.4770
H  -23.9404  4.2775  1.2433
H  -25.2140  4.6972  1.9773
O  -25.8458  5.9252  4.1622
H  -26.7553  5.6198  4.2776
H  -25.4646  5.9072  5.0492
O  -25.2497  8.6117  4.3709
H  -25.5618  9.5148  4.5062
H  -25.0982  8.2642  5.2576
C  -22.0653  10.1440  1.5975
O  -23.4148  9.8635  1.9457
H  -21.3551  9.6334  2.2514
H  -21.8116  9.8735  0.5698
H  -21.8411  11.2125  1.6142
H  -23.7020  10.6983  2.3279
C  -28.2802  6.9502  1.0753
O  -27.0663  6.2661  1.3770
H  -28.7636  7.5524  1.8524
H  -28.2482  7.6802  0.2666
H  -29.0214  6.2002  0.7991
H  -27.3036  5.3675  1.6213

relative energy (zero: lowest compared OMol25 entry of this formula, charge and spin): 32.1 kcal per mole
total energy: -19162.57540 eV
net charge: +2
Kohn-Sham gap: 8.55 eV

=====

[2]
The following is a quantum chemistry calculation of the molecule C3H10N2S, from the OMol25 dataset.

Element x y z (Å)
N  1.1957  -2.0488  0.1349
C  1.1823  -0.6339  -0.0358
C  -0.2806  -0.0716  -0.1373
N  -0.8363  -0.1557  -1.4911
C  -0.3036  1.3458  0.4065
S  -2.0490  1.8897  0.6202
H  2.0403  -2.5714  0.0620
H  0.5693  -2.5124  0.7640
H  1.7676  -0.0744  0.7109
H  1.6649  -0.3545  -0.9871
H  -0.8714  -0.7826  0.4420
H  -0.6339  0.6989  -1.9770
H  -1.7631  -0.5355  -1.5232
H  0.1087  1.3061  1.4140
H  0.1398  2.0851  -0.2509
H  -1.9309  2.4151  1.8478

relative energy (zero: lowest compared OMol25 entry of this formula, charge and spin): 13.9 kcal per mole
total energy: -17087.99965 eV
net charge: 0
SMILES: NC[C@H](N)CS
Kohn-Sham gap: 9.68 eV

=====

[3]
The following is a quantum chemistry calculation of the molecule C2H3N5O2, from the OMol25 dataset.

Element x y z (Å)
H  0.0809  -3.4317  0.4266
N  -0.4883  -2.6751  0.0453
C  0.0838  -1.5972  0.3783
N  -0.2442  -0.3609  -0.2251
N  -1.0220  -0.1447  -1.3477
N  -0.9201  1.0728  -1.7034
C  -0.0935  1.7428  -0.8181
O  0.0865  2.9226  -0.6663
N  0.4773  0.7971  0.0331
O  0.7203  1.1004  1.3535
H  0.8937  -1.4613  1.1101
H  0.4255  2.0352  1.4137

relative energy (zero: lowest compared OMol25 entry of this formula, charge and spin): 66.2 kcal per mole
total energy: -13663.61811 eV
net charge: 0
SMILES: [H]/N=C/n1nnc(=O)n1O
Kohn-Sham gap: 8.95 eV

=====

[4]
The following is a quantum chemistry calculation of a cluster of 14 separate species, C30H86N5O14 in total, from the OMol25 dataset.

Element x y z (Å)
C  3.4817  -2.1660  0.6863
C  3.1515  -3.6321  0.1907
C  1.9414  -3.8569  -0.7879
C  0.7521  -2.8011  -0.8921
C  1.2476  -1.5816  -1.7988
N  0.1872  -0.5898  -2.1785
C  -0.1728  -3.6008  -1.9967
C  -1.6950  -3.1094  -1.8763
N  -1.6590  -2.5478  -0.4625
C  -2.5227  -1.3380  -0.4423
C  -4.0379  -1.6182  -0.9710
O  -4.3563  -1.4799  -2.1852
N  -5.1415  -1.9758  -0.0815
C  -4.7011  -2.7161  1.1343
C  -6.2442  -2.6548  -0.8075
C  -0.3111  -2.5708  0.2878
C  -0.6350  -3.8868  1.2145
C  0.5669  -4.3760  2.1258
N  0.8135  -5.6638  2.3119
C  -0.0934  -1.4363  1.4062
C  0.2112  0.0565  0.9214
C  -0.8826  1.2585  0.8552
N  1.4257  0.4701  0.6013
H  4.3918  -2.2558  1.3876
H  3.8376  -1.4497  -0.1381
H  2.6514  -1.7375  1.3264
H  4.1011  -4.0108  -0.3418
H  3.0895  -4.2929  1.1312
H  1.4685  -4.8775  -0.5371
H  2.3582  -3.9941  -1.8516
H  2.1285  -0.9977  -1.4011
H  1.6154  -2.0495  -2.7851
H  -0.0253  -0.7639  -3.1786
H  0.6476  0.3381  -2.1728
H  -0.2692  -4.7273  -1.7633
H  0.2002  -3.6314  -3.0662
H  -2.4075  -3.9846  -2.0587
H  -1.8160  -2.2894  -2.6577
H  -2.2866  -3.2434  -0.0002
H  -2.6833  -0.8816  0.6006
H  -2.1546  -0.4704  -1.0876
H  -4.2318  -3.7063  0.7887
H  -5.6089  -3.0080  1.7656
H  -3.9724  -2.1364  1.7942
H  -7.0677  -2.8483  -0.0267
H  -6.7433  -1.9770  -1.5855
H  -5.9507  -3.6656  -1.2428
H  -0.8908  -4.7793  0.5314
H  -1.5045  -3.6676  1.9403
H  1.3190  -3.6802  2.6429
H  0.0720  -6.1349  1.7488
H  -1.0790  -1.3796  2.0017
H  0.7000  -1.6646  2.1922
H  -0.4289  2.2682  1.0991
H  -1.1911  1.3081  -0.2499
H  -1.8293  1.0164  1.4372
H  1.3885  1.4619  0.3205
C  2.7279  3.9483  0.8269
O  1.6567  4.3354  -0.0252
H  3.2564  3.1100  0.3713
H  3.4184  4.7852  0.9538
H  2.3294  3.6416  1.7976
H  1.2081  5.0764  0.4011
C  -3.5303  -2.5333  4.7386
O  -2.2886  -2.4645  4.0576
H  -4.1517  -1.6998  4.4115
H  -4.0254  -3.4766  4.4939
H  -3.3671  -2.4638  5.8162
H  -1.7559  -3.2103  4.3617
C  -1.0584  5.4997  -2.6299
O  -0.4844  4.2083  -2.4766
H  -1.5312  5.5601  -3.6091
H  -1.8111  5.6628  -1.8542
H  -0.2777  6.2613  -2.5588
H  -0.0719  4.1808  -1.6012
C  4.2973  -0.9740  -3.8258
O  4.0930  -0.5560  -2.4822
H  4.3253  -2.0634  -3.8539
H  3.4759  -0.6174  -4.4532
H  5.2462  -0.5792  -4.1954
H  4.0727  0.4090  -2.4845
C  -4.3933  -6.8990  1.0747
O  -3.4524  -5.8456  0.8865
H  -5.2128  -6.7679  0.3687
H  -3.9108  -7.8616  0.8929
H  -4.7858  -6.8657  2.0936
H  -2.7389  -5.9843  1.5214
C  4.8838  7.1938  -0.8227
O  4.6754  7.6152  0.5206
H  4.9128  6.1042  -0.8499
H  4.0650  7.5496  -1.4497
H  5.8341  7.5901  -1.1884
H  4.6539  8.5791  0.5171
C  2.2416  -4.8315  6.1258
O  2.4691  -5.8289  5.1404
H  3.1276  -4.7489  6.7549
H  2.0524  -3.8699  5.6398
H  1.3848  -5.1115  6.7433
H  1.6703  -5.8802  4.5985
C  4.6162  1.7793  3.1509
O  4.8411  0.7861  2.1642
H  5.4995  1.8561  3.7843
H  4.4347  2.7418  2.6657
H  3.7547  1.4998  3.7638
H  4.0442  0.7399  1.6191
C  3.3077  6.4157  -4.4713
O  4.3043  7.2330  -3.8714
H  2.4369  6.3833  -3.8159
H  3.0188  6.8381  -5.4371
H  3.6963  5.4030  -4.6075
H  5.0610  7.2444  -4.4697
C  -1.0947  -4.1069  8.7792
O  -0.1019  -3.2357  8.2547
H  -1.4601  -4.7470  7.9758
H  -0.6625  -4.7284  9.5670
H  -1.9258  -3.5215  9.1808
H  0.2044  -2.6822  8.9828
C  -3.8740  3.1772  -5.0561
O  -2.9505  4.2358  -5.2625
H  -4.7049  3.2958  -5.7511
H  -3.3838  2.2176  -5.2398
H  -4.2531  3.2116  -4.0310
H  -2.2270  4.1074  -4.6374
C  -4.2578  3.0234  -0.3154
O  -4.8786  1.8899  0.2654
H  -4.5564  3.9131  0.2382
H  -3.1713  2.9093  -0.2649
H  -4.5712  3.1249  -1.3574
H  -4.5907  1.1242  -0.2436
C  1.9270  9.7845  -6.3956
O  2.1527  8.7861  -7.3813
H  2.8118  9.8618  -5.7638
H  1.7436  10.7472  -6.8791
H  1.0669  9.5059  -5.7809
H  1.3579  8.7371  -7.9255

relative energy (zero: lowest compared OMol25 entry of this formula, charge and spin): 0.0 kcal per mole
total energy: -68603.20361 eV
net charge: +1
Kohn-Sham gap: 9.34 eV

=====

[5]
The following is a quantum chemistry calculation of the molecule C22H25N3O3, from the OMol25 dataset.

Element x y z (Å)
C  2.5880  1.7944  2.3453
C  3.5153  2.1483  1.1919
O  2.9334  1.6506  0.0057
C  3.5393  1.9049  -1.2009
C  4.7680  2.5402  -1.3068
C  5.3717  2.7414  -2.5371
C  4.7369  2.3140  -3.6858
C  3.5036  1.6991  -3.5948
C  2.8749  1.4702  -2.3700
N  1.6224  0.8629  -2.3898
C  1.4246  -0.3661  -3.1263
C  1.3905  -1.5729  -2.1758
N  0.3583  -1.3680  -1.1839
C  -0.6430  -2.2712  -1.0474
O  -0.6566  -3.3197  -1.6704
C  -1.7349  -1.9183  -0.1086
C  -2.2511  -2.6793  0.9052
C  -3.3260  -1.9491  1.4776
C  -4.2065  -2.2110  2.5314
C  -5.1714  -1.2687  2.8245
O  -6.0996  -1.3857  3.8237
C  -6.0829  -2.5482  4.6121
C  -5.2646  -0.0747  2.0819
C  -4.4064  0.2005  1.0453
C  -3.4316  -0.7442  0.7467
N  -2.4422  -0.7404  -0.1964
C  0.5699  -0.1690  -0.4093
C  0.6305  1.0386  -1.3595
H  1.6046  2.2267  2.1810
H  2.9956  2.1809  3.2749
H  2.4828  0.7159  2.4264
H  4.5034  1.6942  1.3517
H  3.6356  3.2386  1.1261
H  5.2829  2.8698  -0.4184
H  6.3324  3.2303  -2.5856
H  5.1895  2.4697  -4.6531
H  2.9954  1.3987  -4.4985
H  2.2269  -0.5041  -3.8487
H  0.4692  -0.3094  -3.6634
H  1.1610  -2.4923  -2.7166
H  2.3621  -1.6745  -1.6779
H  -1.8944  -3.6433  1.2070
H  -4.1144  -3.1337  3.0808
H  -6.8938  -2.4313  5.3295
H  -5.1357  -2.6553  5.1517
H  -6.2596  -3.4459  4.0101
H  -6.0407  0.6210  2.3581
H  -4.4891  1.1190  0.4838
H  -2.3366  -0.0560  -0.9258
H  -0.2131  -0.0434  0.3368
H  1.5344  -0.2487  0.1043
H  0.8331  1.9490  -0.8011
H  -0.3423  1.1456  -1.8617

relative energy (zero: lowest compared OMol25 entry of this formula, charge and spin): 74.0 kcal per mole
total energy: -33832.32567 eV
net charge: 0
SMILES: CCOc1ccccc1N1CCN(C(=O)c2cc3cc(OC)ccc3[nH]2)CC1
Kohn-Sham gap: 8.27 eV

=====

[6]
The following is a quantum chemistry calculation of the molecule C5H10N2O, from the OMol25 dataset.

Element x y z (Å)
C  -0.4918  -1.7912  -0.4590
N  -0.2816  -0.6579  0.4158
C  -1.3030  0.7671  0.7342
O  -2.3582  0.8977  -0.1268
C  -0.0856  1.5386  0.4123
N  0.3636  1.3237  -0.9414
C  0.7155  0.2738  0.0170
C  2.1755  -0.0443  0.1418
H  -1.2807  -2.4186  -0.0410
H  -0.7722  -1.5217  -1.4891
H  0.4247  -2.3883  -0.4994
H  -1.5830  0.7032  1.7883
H  -3.0495  0.2679  0.1079
H  0.3122  2.3435  1.0081
H  -0.3989  1.0701  -1.5644
H  2.7479  0.8803  0.1170
H  2.4917  -0.6698  -0.6936
H  2.3736  -0.5741  1.0721

relative energy (zero: lowest compared OMol25 entry of this formula, charge and spin): 77.1 kcal per mole
total energy: -10371.96292 eV
net charge: 0
SMILES: CN1[C@H](O)[C@@H]2N[C@@]21C
Kohn-Sham gap: 8.98 eV

=====

[7]
The following is a quantum chemistry calculation of a structure of composition C15H18KN3O3, from the OMol25 dataset.

Element x y z (Å)
K  -0.3289  -1.4789  -0.7260
C  2.7699  1.0320  -3.7792
C  2.1952  0.6861  -2.4114
O  1.7794  -0.4295  -2.1583
C  2.2815  1.7916  -1.5137
C  1.8995  1.8503  -0.1857
C  2.5119  2.8812  0.7846
N  0.9114  0.9937  0.3105
N  0.4304  1.3657  1.4473
C  -0.5465  0.5932  1.9477
O  -0.9250  -0.4611  1.4343
C  -1.1436  1.1463  3.1569
C  -0.6818  2.3575  3.7043
C  -1.5025  2.9711  4.6998
C  -2.6201  2.3028  5.1510
C  -2.8983  0.9830  4.7492
C  -2.1378  0.4097  3.7866
H  1.9675  0.6911  -4.5028
H  3.6955  0.3843  -3.8859
H  3.0060  2.0955  -3.8822
H  2.7881  2.7084  -1.8503
H  3.5109  2.4968  1.0091
H  1.9664  2.8402  1.7303
H  2.6335  3.8674  0.2518
H  0.2364  2.8459  3.3568
H  -1.2388  3.9728  5.0715
H  -3.3963  2.8525  5.7447
H  -3.6811  0.4481  5.2875
H  -2.2887  -0.6319  3.4273
N  -2.9430  -3.7726  -3.1310
C  -1.7031  -3.8324  -2.5503
O  -1.6398  -3.6578  -1.3374
C  -0.4180  -4.3244  -3.3360
C  0.6620  -3.8996  -2.5740
H  -3.6592  -3.2505  -2.6445
H  -2.9770  -3.7944  -4.1597
H  -0.4135  -3.9160  -4.3393
H  -0.4830  -5.4299  -3.3829
H  1.2710  -3.0350  -2.7717
H  1.1093  -4.6533  -1.9287

relative energy (zero: lowest compared OMol25 entry of this formula, charge and spin): 11.0 kcal per mole
total energy: -42781.74601 eV
net charge: -2
Kohn-Sham gap: 3.28 eV

=====

[8]
The following is a quantum chemistry calculation of a structure of composition C10H17NPt, from the OMol25 dataset.

Element x y z (Å)
Pt  0.2056  -0.5048  -0.2276
C  1.3251  -2.0514  -0.7002
H  0.5347  -2.5024  -0.0822
H  1.2768  -2.2064  -1.7771
H  2.3204  -2.3122  -0.2897
H  1.9522  -0.4635  -0.6897
H  1.6131  0.2906  -0.6299
C  -1.4992  -1.8025  1.8051
N  -1.7553  -0.9987  0.5838
C  -2.3850  -1.8453  -0.4634
C  -2.6783  0.1855  0.9214
C  -2.1002  1.4508  0.3871
C  -2.8845  2.6262  0.4372
C  -2.3329  3.8247  -0.0099
C  -1.0202  3.8541  -0.4922
C  -0.2543  2.6563  -0.5329
C  -0.7923  1.4286  -0.1085
H  -2.3875  -2.3803  2.1071
H  -1.2067  -1.1167  2.6069
H  -0.6478  -2.4584  1.5995
H  -3.3344  -2.2718  -0.1108
H  -2.5481  -1.2332  -1.3521
H  -1.6763  -2.6324  -0.7350
H  -2.7696  0.2281  2.0287
H  -3.6834  -0.0272  0.4845
H  -3.9224  2.5373  0.8355
H  -2.9463  4.7253  0.0180
H  -0.5872  4.8125  -0.8328
H  0.7761  2.6777  -0.9119

relative energy (zero: lowest compared OMol25 entry of this formula, charge and spin): 60.4 kcal per mole
total energy: -15375.94559 eV
net charge: 0
2S+1: 3
Kohn-Sham gap (spin up / spin down): 5.51 / 7.37 eV